Formula: C3H10N4
Source: the OMol25 dataset
Level of theory: the ωB97M-V functional and the def2-TZVPD basis

Positions of all 17 atoms, in Å:
C -1.514 0.066 -1.596
N 0.568 -0.629 0.667
C -0.047 0.619 0.458
N 0.530 -1.662 -0.292
N 1.776 -0.612 1.392
N 0.209 1.528 1.489
C -0.973 0.904 -0.474
H -0.348 -2.164 -0.219
H 0.659 -1.310 -1.237
H 1.812 -1.444 1.973
H 2.575 -0.627 0.757
H 0.122 2.495 1.220
H 1.069 1.347 1.985
H -1.411 1.892 -0.411
H -2.308 0.612 -2.103
H -0.765 -0.143 -2.366
H -1.953 -0.871 -1.244

As for the SMILES: C/C=C(/N)N(N)N. The calculation puts the energy relative to the best compared isomer or geometry (same formula, charge and spin) at 50.5 kcal/mol. As for the highest occupied orbital energy: -7.29 eV. Its HOMO-LUMO gap is 8.307 eV. The LUMO energy is 1.02 eV. The strongest force on any atom comes out at 0.70 eV/A.


Formula: C5H5Cl15
Source: the OMol25 dataset
Level of theory: the ωB97M-V functional and the def2-TZVPD basis

Positions of all 25 atoms, in Å:
C -7.637 6.888 1.856
Cl -6.130 6.978 2.773
Cl -8.833 7.970 2.607
Cl -8.170 5.203 1.695
H -7.413 7.199 0.846
C -12.766 5.076 -1.536
Cl -12.765 4.803 -3.279
Cl -14.365 4.829 -0.868
Cl -12.242 6.737 -1.201
H -12.093 4.346 -1.104
C -8.465 5.738 -2.480
Cl -8.974 7.030 -1.362
Cl -9.016 6.134 -4.107
Cl -9.153 4.187 -1.972
H -7.395 5.584 -2.542
C -4.638 7.943 -3.571
Cl -6.274 8.601 -3.638
Cl -3.786 8.110 -5.098
Cl -4.759 6.226 -3.070
H -4.117 8.505 -2.809
C -5.380 3.307 -5.771
Cl -6.305 2.566 -7.094
Cl -6.386 3.511 -4.341
Cl -4.722 4.841 -6.330
H -4.546 2.653 -5.555

As for the SMILES: ClC(Cl)Cl.ClC(Cl)Cl.ClC(Cl)Cl.ClC(Cl)Cl.ClC(Cl)Cl. The calculation puts the energy relative to the best compared isomer or geometry (same formula, charge and spin) at 5.4 kcal/mol. As for the highest occupied orbital energy: -10.87 eV. Its HOMO-LUMO gap is 11.173 eV. The LUMO energy is 0.30 eV. The strongest force on any atom comes out at 0.83 eV/A.


Formula: C3H12NO2
Source: the OMol25 dataset
Level of theory: the ωB97M-V functional and the def2-TZVPD basis

Positions of all 18 atoms, in Å:
C 0.023 -1.374 1.016
C 1.501 -1.061 0.779
C 2.429 -1.177 1.739
N 1.670 0.307 0.008
H -0.544 -0.452 0.919
H -0.433 -1.998 0.258
H -0.095 -1.774 2.019
H 3.416 -0.757 1.619
H 2.203 -1.665 2.677
H 2.489 0.161 -0.580
H 1.961 1.083 0.599
H 0.698 0.463 -0.422
H -0.755 0.165 -2.133
H -0.829 1.545 -1.736
O -0.548 0.703 -1.354
H -4.677 1.793 -2.512
H -4.427 2.333 -1.137
O -4.082 1.704 -1.759

The calculation puts the energy relative to the best compared isomer or geometry (same formula, charge and spin) at 45.2 kcal/mol. The net charge is +1. As for the highest occupied orbital energy: -14.31 eV. Its HOMO-LUMO gap is 10.596 eV. The LUMO energy is -3.71 eV. The strongest force on any atom comes out at 3.92 eV/A.


Formula: C5H12N2O2
Source: the OMol25 dataset
Level of theory: the ωB97M-V functional and the def2-TZVPD basis

Positions of all 21 atoms, in Å:
C -1.519 -1.330 0.501
N -0.896 -0.645 -0.623
C -0.369 1.659 1.283
O -1.616 -0.900 -1.810
O -1.286 1.460 2.067
H -1.238 -1.743 -2.131
H -0.483 2.339 0.424
H -2.121 -2.191 0.197
H -2.244 -0.684 1.005
H -0.801 -1.658 1.256
C 0.982 0.403 -1.881
C 1.115 1.363 1.663
C 0.485 -0.597 -0.855
N 1.373 -1.342 -0.287
H 0.934 -2.067 0.281
H 0.495 0.245 -2.845
H 0.752 1.417 -1.543
H 1.160 0.403 2.183
H 1.767 1.376 0.788
H 1.447 2.162 2.329
H 2.065 0.330 -2.003

As for the SMILES: [H]/N=C(/C)N(C)O.CC=O. The calculation puts the energy relative to the best compared isomer or geometry (same formula, charge and spin) at 91.8 kcal/mol. As for the highest occupied orbital energy: -9.32 eV. Its HOMO-LUMO gap is 9.995 eV. The LUMO energy is 0.68 eV. The strongest force on any atom comes out at 2.58 eV/A.


Formula: C6H9N
Source: the OMol25 dataset
Level of theory: the ωB97M-V functional and the def2-TZVPD basis

Positions of all 16 atoms, in Å:
C 2.280 -0.702 0.147
C 1.027 -0.245 0.076
C -0.165 -0.962 -0.394
C -1.223 -0.175 -0.119
C -2.685 -0.464 -0.209
C -0.644 1.066 0.427
N 0.636 1.030 0.573
H 3.045 -0.147 0.676
H 2.571 -1.640 -0.313
H 3.204 1.883 -0.215
H -0.167 -1.972 -0.787
H -3.226 0.307 -0.771
H -3.119 -0.500 0.798
H -2.866 -1.434 -0.681
H -1.216 1.960 0.674
H 2.547 1.996 0.118

As for the SMILES: C=C1C=C(C)C=N1.[H][H]. The calculation puts the energy relative to the best compared isomer or geometry (same formula, charge and spin) at 53.9 kcal/mol. As for the highest occupied orbital energy: -9.23 eV. Its HOMO-LUMO gap is 9.088 eV. The LUMO energy is -0.14 eV. The strongest force on any atom comes out at 0.38 eV/A.


Formula: C22H25FN2O5S
Source: the OMol25 dataset
Level of theory: the ωB97M-V functional and the def2-TZVPD basis

Positions of all 56 atoms, in Å:
C 2.710 4.400 -1.018
C 1.948 3.518 -0.047
H 1.402 4.110 0.695
H 1.240 2.870 -0.574
O 2.883 2.673 0.634
C 2.527 2.192 1.816
O 1.510 2.490 2.392
C 3.574 1.241 2.392
C 4.363 0.535 1.290
C 3.388 -0.196 0.356
N 2.144 -0.475 1.048
C 0.970 -0.237 0.439
O 0.910 0.177 -0.716
C -0.286 -0.564 1.180
C -0.695 0.167 2.288
C -1.909 -0.104 2.894
C -2.719 -1.109 2.391
C -2.333 -1.833 1.278
C -1.121 -1.560 0.652
N -0.716 -2.291 -0.464
S -1.767 -2.930 -1.597
O -0.926 -3.496 -2.609
O -2.692 -3.796 -0.930
C -2.647 -1.523 -2.294
C -2.189 -0.237 -2.078
C -2.868 0.839 -2.625
C -3.994 0.585 -3.387
C -4.441 -0.700 -3.634
C -3.760 -1.783 -3.090
C -4.193 -3.182 -3.367
H -4.562 -3.648 -2.455
H -4.973 -3.205 -4.124
H -3.341 -3.772 -3.700
H -5.311 -0.850 -4.255
F -4.670 1.620 -3.921
H -2.532 1.851 -2.471
H -1.294 -0.055 -1.504
H 0.122 -1.953 -0.915
H -2.957 -2.614 0.878
H -3.664 -1.330 2.864
H -2.221 0.471 3.752
H -0.073 0.970 2.652
C 2.322 -0.936 2.403
H 3.034 -1.769 2.374
C 2.878 0.202 3.281
H 2.071 0.694 3.824
H 3.581 -0.204 4.009
H 1.376 -1.308 2.794
H 3.825 -1.139 0.005
H 3.142 0.414 -0.514
H 4.951 1.252 0.719
H 5.050 -0.172 1.758
H 4.244 1.855 3.003
H 2.012 5.030 -1.559
H 3.417 5.030 -0.484
H 3.257 3.786 -1.729

As for the SMILES: CCOC(=O)C1CCN(C(=O)c2ccccc2NS(=O)(=O)c2ccc(F)cc2C)CC1. The calculation puts the energy relative to the best compared isomer or geometry (same formula, charge and spin) at 2.1 kcal/mol. As for the highest occupied orbital energy: -8.79 eV. Its HOMO-LUMO gap is 9.367 eV. The LUMO energy is 0.58 eV. The strongest force on any atom comes out at 1.07 eV/A.


Formula: C5H8O2
Source: the OMol25 dataset
Level of theory: the ωB97M-V functional and the def2-TZVPD basis

Positions of all 15 atoms, in Å:
O -1.559 -0.796 0.138
C -0.303 -0.330 -0.269
C 0.014 1.034 0.332
C -0.302 1.191 1.810
O -1.110 0.544 2.443
C 0.034 -0.749 -1.643
C 1.094 -1.165 -0.689
H -1.748 -0.471 1.040
H 1.078 1.231 0.209
H -0.516 1.874 -0.151
H 0.243 2.011 2.321
H 0.399 -0.098 -2.414
H -0.641 -1.552 -1.941
H 1.347 -2.211 -0.552
H 1.970 -0.514 -0.635

As for the SMILES: O=CCC1(O)CC1. The calculation puts the energy relative to the best compared isomer or geometry (same formula, charge and spin) at 51.6 kcal/mol. As for the highest occupied orbital energy: -8.86 eV. Its HOMO-LUMO gap is 9.669 eV. The LUMO energy is 0.81 eV. The strongest force on any atom comes out at 1.79 eV/A.


Formula: C5H9NO2
Source: the OMol25 dataset
Level of theory: the ωB97M-V functional and the def2-TZVPD basis

Positions of all 17 atoms, in Å:
C 0.685 0.045 2.079
C 0.738 1.259 1.123
N 0.322 0.945 -0.195
C -1.606 -0.231 -1.042
C -0.165 -0.421 -0.630
C 0.694 -0.991 -1.701
O 0.408 -2.083 -2.144
O 1.018 2.410 1.395
H 0.952 -0.896 1.696
H -0.293 -0.161 2.368
H 1.355 0.241 2.880
H 0.265 1.807 -0.749
H -2.288 -0.266 -0.278
H -1.701 0.846 -1.274
H -1.849 -0.963 -1.817
H -0.077 -1.098 0.355
H 1.541 -0.444 -2.068

The calculation puts the energy relative to the best compared isomer or geometry (same formula, charge and spin) at 73.2 kcal/mol. The net charge is +1. Its expectation value of S² is 0.771. As for the highest occupied orbital energy (alpha / beta): -15.47 / -15.13 eV. Its HOMO-LUMO gap (alpha / beta) is 11.170 / 5.712 eV. The LUMO energy (alpha / beta) is -4.30 / -9.42 eV. Its spin multiplicity is 2. The strongest force on any atom comes out at 4.42 eV/A.


Formula: C4H13N2O
Source: the OMol25 dataset
Level of theory: the ωB97M-V functional and the def2-TZVPD basis

Positions of all 20 atoms, in Å:
C -2.549 -0.376 -1.414
C -2.423 1.023 -0.839
N -0.967 1.422 -0.805
H -3.570 -0.732 -1.322
H -2.293 -0.392 -2.475
H -1.902 -1.078 -0.886
H -2.942 1.750 -1.455
H -2.772 1.072 0.188
H -0.400 0.724 -0.238
H -0.824 2.335 -0.378
H -0.579 1.451 -1.748
C 2.677 -0.451 1.755
C 1.540 -0.570 0.786
N 1.702 -1.442 -0.229
O 0.503 0.085 0.930
H 3.622 -0.748 1.301
H 2.472 -1.160 2.564
H 2.713 0.541 2.177
H 0.895 -1.757 -0.749
H 2.528 -2.019 -0.265

The calculation puts the energy relative to the best compared isomer or geometry (same formula, charge and spin) at 1.5 kcal/mol. The net charge is +1. As for the highest occupied orbital energy: -14.37 eV. Its HOMO-LUMO gap is 11.444 eV. The LUMO energy is -2.92 eV. The strongest force on any atom comes out at 0.60 eV/A.


Formula: C14H15NNiO3S
Source: the OMol25 dataset
Level of theory: the ωB97M-V functional and the def2-TZVPD basis

Positions of all 35 atoms, in Å:
Ni 6.035 9.251 7.570
C 6.084 5.991 4.799
C 6.402 6.571 6.155
C 6.580 5.501 7.226
O 5.343 7.484 6.596
C 7.705 7.480 6.063
O 8.632 7.029 5.414
O 7.652 8.610 6.686
H 5.108 5.531 4.846
H 6.829 5.210 4.552
H 6.127 6.766 4.037
H 5.666 4.917 7.363
H 6.888 5.902 8.190
H 7.367 4.809 6.878
H 4.445 7.115 6.528
C 5.191 10.615 4.704
C 4.712 11.312 5.926
C 4.012 12.520 5.840
C 3.688 13.229 6.968
C 3.997 12.673 8.229
C 3.714 13.320 9.437
C 3.943 12.737 10.653
C 4.529 11.445 10.756
C 4.952 10.798 9.581
S 5.868 9.342 9.782
C 4.630 11.396 8.282
N 4.988 10.760 7.132
H 4.881 11.149 3.806
H 4.803 9.585 4.701
H 6.295 10.545 4.731
H 3.833 12.957 4.841
H 3.304 14.254 6.900
H 3.352 14.354 9.420
H 3.692 13.307 11.555
H 4.739 10.979 11.707

Its expectation value of S² is 2.007. As for the highest occupied orbital energy (alpha / beta): -7.75 / -7.80 eV. Its HOMO-LUMO gap (alpha / beta) is 7.037 / 7.010 eV. The LUMO energy (alpha / beta) is -0.71 / -0.79 eV. Its spin multiplicity is 3. The strongest force on any atom comes out at 3.03 eV/A.